No. 1
Formula: C25H25Cl3GeN4O5S2Sr
Source: the OMol25 dataset
Level of theory: the ωB97M-V functional and the def2-TZVPD basis

Element x y z (Å)
Sr1 -1.00 -0.61 0.99
C1 3.79 -1.05 -0.12
C2 2.32 -1.44 0.00
N1 1.55 -1.12 0.91
N2 2.08 -0.32 1.89
C3 1.50 -0.39 3.06
S1 0.39 -1.54 3.64
S2 1.98 0.70 4.33
C4 2.84 2.03 3.55
C5 1.91 3.12 3.03
C6 0.48 2.90 2.76
C7 -0.23 3.95 2.09
C8 0.44 5.13 1.81
C9 1.76 5.38 2.23
C10 2.47 4.35 2.79
C11 1.66 -2.16 -1.17
C12 2.31 -2.12 -2.43
C13 1.73 -2.67 -3.57
C14 0.63 -3.48 -3.49
C15 -0.05 -3.57 -2.27
C16 0.43 -2.91 -1.12
O1 -0.32 -3.05 0.01
H1 4.19 -0.79 0.88
H2 3.91 -0.11 -0.66
H3 4.34 -1.84 -0.62
H4 3.40 1.74 2.73
H5 3.54 2.41 4.24
H6 0.12 1.96 2.98
H7 -1.37 3.83 2.01
H8 -0.14 5.92 1.38
H9 2.24 6.29 1.93
H10 3.49 4.44 3.07
H11 3.25 -1.63 -2.52
H12 2.35 -2.60 -4.46
H13 0.30 -4.03 -4.37
H14 -0.87 -4.24 -2.05
C17 -4.07 -4.65 1.80
O2 -3.74 -4.15 0.52
C18 -3.17 -2.90 0.42
O3 -2.79 -2.26 1.40
N3 -3.10 -2.55 -0.89
N4 -2.39 -1.31 -1.15
H15 -3.33 -5.40 2.11
H16 -5.06 -5.08 1.73
H17 -4.02 -3.87 2.56
H18 -3.09 -3.29 -1.56
H19 -3.14 -0.69 -1.49
H20 -1.83 -1.54 -2.00
Cl1 0.06 -5.22 3.87
Ge1 0.28 -4.12 1.79
Cl2 -0.95 -5.79 0.72
Cl3 2.25 -4.96 0.93
O4 -2.23 1.56 0.16
C19 -1.26 1.76 -0.62
O5 -0.14 1.07 -0.55
C20 -1.29 2.71 -1.76
C21 -2.52 3.36 -2.05
C22 -2.69 4.22 -3.15
C23 -1.54 4.40 -3.97
C24 -0.34 3.77 -3.69
C25 -0.16 2.93 -2.56
H21 -3.28 3.27 -1.26
H22 -3.53 4.68 -3.45
H23 -1.53 5.09 -4.80
H24 0.52 4.03 -4.30
H25 0.69 2.43 -2.24

Results
Frontier orbital gap (alpha / beta) = 0.2428 / 0.2381 Ha
Multiplicity = 2
<S²> = 0.7552
Highest occupied orbital energy (alpha / beta) = -4.47 / -5.35 eV
Molecular weight = 792.22 g/mol
Charge = -1
Energy above the lowest of the compared OMol25 structures with the same formula, charge and spin = 21.3 kcal/mol

Löwdin population analysis, charges in e, atoms 1 to 2: atom 1 (Sr): 1.431, atom 2 (C): -0.021

---

No. 2
Formula: C25H25Cl3IN7O4Re
Source: the OMol25 dataset
Level of theory: the ωB97M-V functional and the def2-TZVPD basis

Element x y z (Å)
Re1 0.04 -0.06 0.99
O1 -3.27 -2.37 -0.49
C1 -2.27 -1.67 -0.60
N1 -1.86 -0.82 0.39
C2 -2.62 -0.99 1.57
C3 -4.00 -0.99 1.60
C4 -4.68 -1.30 2.77
C5 -3.97 -1.66 3.91
C6 -2.59 -1.63 3.92
C7 -1.90 -1.26 2.77
N2 -0.53 -1.07 2.66
C8 0.36 -1.41 3.61
O2 0.15 -2.07 4.62
C9 1.73 -0.89 3.30
C10 2.80 -1.26 4.09
C11 4.07 -0.83 3.75
C12 4.21 -0.02 2.64
C13 3.09 0.32 1.91
N3 1.87 -0.09 2.23
C14 -1.55 -1.81 -1.91
C15 -1.81 -2.97 -2.64
C16 -1.30 -3.09 -3.92
C17 -0.53 -2.05 -4.44
C18 -0.29 -0.96 -3.62
N4 -0.79 -0.84 -2.41
H1 -4.55 -0.73 0.71
H2 -5.75 -1.27 2.78
H3 -4.51 -1.95 4.80
H4 -2.04 -1.87 4.82
H5 2.60 -1.91 4.93
H6 4.93 -1.13 4.33
H7 5.18 0.34 2.31
H8 3.18 0.95 1.04
H9 -2.43 -3.73 -2.20
H10 -1.50 -3.97 -4.51
H11 -0.14 -2.08 -5.44
H12 0.33 -0.14 -3.95
Cl1 4.63 -2.76 -0.93
C19 2.99 -2.20 -1.19
Cl2 2.15 -3.22 -2.37
Cl3 3.05 -0.54 -1.81
C20 2.15 -2.17 0.15
O3 2.67 -2.58 1.16
O4 1.01 -1.69 -0.05
C21 0.71 4.64 -0.86
N5 1.10 3.25 -0.94
C22 2.32 2.92 -0.25
C23 0.23 2.28 -1.28
N6 0.34 1.05 -0.82
N7 -0.74 2.60 -2.18
C24 -2.02 1.93 -2.15
C25 -0.51 3.44 -3.33
H13 0.86 4.99 0.17
H14 -0.34 4.75 -1.10
H15 1.32 5.26 -1.53
H16 3.08 3.67 -0.47
H17 2.66 1.95 -0.61
H18 2.16 2.89 0.83
H19 -0.10 0.38 -1.50
H20 -2.12 1.18 -2.93
H21 -2.80 2.68 -2.28
H22 -2.15 1.45 -1.18
H23 0.53 3.72 -3.39
H24 -1.13 4.34 -3.30
H25 -0.77 2.87 -4.24
I1 -0.91 2.20 2.09

Results
Frontier orbital gap (alpha / beta) = 0.2222 / 0.2442 Ha
Multiplicity = 2
<S²> = 0.7714
Highest occupied orbital energy (alpha / beta) = -7.79 / -7.78 eV
Molecular weight = 906.99 g/mol
Charge = 0
Energy above the lowest of the compared OMol25 structures with the same formula, charge and spin = 19.7 kcal/mol

Löwdin population analysis, charges in e, atoms 1 to 2: atom 1 (Re): 1.248, atom 2 (O): 0.064

---

No. 3
Formula: C25H25ClF3N3O8S
Source: the OMol25 dataset
Level of theory: the ωB97M-V functional and the def2-TZVPD basis

Element x y z (Å)
C1 1.33 0.18 -0.81
C2 1.68 0.97 -2.13
N1 2.90 1.21 -2.38
C3 0.53 1.40 -3.10
C4 0.41 0.49 -4.37
O1 0.16 1.36 -5.47
O2 -0.68 -0.43 -4.33
C5 -0.25 -1.63 -3.68
C6 -1.47 -2.53 -3.20
N2 -0.91 -3.84 -2.93
C7 0.26 -3.86 -2.04
C8 1.58 -4.25 -2.83
C9 2.53 -5.09 -1.90
Cl1 4.24 -4.45 -2.10
N3 -2.04 -1.83 -2.02
C10 -2.63 -2.70 -1.04
O3 -3.35 -3.60 -1.20
F1 -2.24 -2.43 0.26
C11 -3.03 -0.81 -2.32
O4 -4.17 -1.04 -2.34
F2 -2.68 0.49 -2.53
S1 -2.69 -2.84 -4.58
O5 -3.01 -1.67 -5.34
O6 -3.86 -3.53 -4.13
F3 -1.88 -3.87 -5.56
H1 2.11 0.28 -0.03
H2 0.32 0.52 -0.46
H3 1.23 -0.92 -1.00
H4 3.50 0.85 -1.63
H5 0.78 2.45 -3.40
H6 -0.41 1.47 -2.50
H7 1.36 -0.08 -4.57
H8 0.84 1.19 -6.13
H9 0.38 -1.31 -2.81
H10 0.33 -2.24 -4.43
H11 -1.62 -4.53 -2.71
H12 0.10 -4.71 -1.32
H13 0.40 -2.96 -1.40
H14 2.13 -3.32 -3.12
H15 1.30 -4.82 -3.75
H16 2.49 -6.18 -2.10
H17 2.27 -4.89 -0.84
C12 2.24 5.95 5.76
C13 2.96 5.45 4.68
C14 2.48 4.36 3.98
C15 1.29 3.76 4.35
C16 0.58 4.25 5.45
C17 1.05 5.35 6.15
C18 -0.68 3.58 5.89
O7 -1.30 4.01 6.85
C19 -1.15 2.39 5.16
C20 -2.30 1.72 5.59
C21 -2.76 0.61 4.90
C22 -2.08 0.16 3.77
C23 -0.94 0.82 3.33
C24 -0.47 1.93 4.03
C25 0.77 2.60 3.57
O8 1.36 2.21 2.59
H18 2.61 6.81 6.31
H19 3.90 5.91 4.39
H20 3.04 3.97 3.13
H21 0.50 5.74 6.99
H22 -2.82 2.07 6.47
H23 -3.64 0.09 5.25
H24 -2.45 -0.70 3.23
H25 -0.42 0.46 2.45

Results
Frontier orbital gap = 0.3253 Ha
Highest occupied orbital energy = -10.00 eV
Molecular weight = 620.00 g/mol
Charge = 0
SMILES string = [H]/N=C(\C)C[C@H](O)OC[C@@](NCCCCl)(N(C(=O)F)C(=O)F)S(=O)(=O)F.O=C1c2ccccc2C(=O)c2ccccc21
Energy above the lowest of the compared OMol25 structures with the same formula, charge and spin = 40.3 kcal/mol

Löwdin population analysis, charges in e, atoms 1 to 2: atom 1 (C): -0.037, atom 2 (C): -0.391

---

No. 4
Formula: C25H25CrNOSi
Source: the OMol25 dataset
Level of theory: the ωB97M-V functional and the def2-TZVPD basis

Element x y z (Å)
C1 -4.24 2.03 -0.09
C2 -4.35 0.67 0.40
C3 -3.48 -0.17 -0.43
C4 -2.87 0.66 -1.42
C5 -3.31 2.02 -1.22
Cr1 -2.31 1.46 0.80
N1 -1.93 3.18 0.94
C6 -1.77 2.05 2.68
C7 -2.26 0.66 2.59
H1 -3.47 -1.25 -0.42
H2 -5.06 0.33 1.14
H3 -2.31 0.33 -2.28
H4 -3.12 2.85 -1.90
H5 -4.84 2.87 0.19
H6 -3.27 0.52 3.01
H7 -0.70 2.19 2.89
H8 -1.01 3.68 0.99
H9 -1.51 -0.11 2.79
H10 -2.42 2.72 3.27
O1 -0.68 0.74 0.07
Si1 0.61 -0.18 -0.16
C8 0.76 -1.56 1.10
C9 1.85 -1.64 1.98
C10 1.90 -2.64 2.96
C11 0.87 -3.56 3.08
C12 -0.23 -3.48 2.21
C13 -0.28 -2.48 1.23
C14 0.63 -0.97 -1.87
C15 0.48 -0.12 -2.97
C16 0.49 -0.63 -4.27
C17 0.62 -2.01 -4.49
C18 0.75 -2.86 -3.39
C19 0.76 -2.35 -2.08
C20 2.19 0.84 -0.12
C21 2.05 2.20 0.15
C22 3.17 3.04 0.17
C23 4.44 2.52 -0.10
C24 4.58 1.16 -0.40
C25 3.46 0.32 -0.42
H11 2.66 -0.91 1.90
H12 2.76 -2.69 3.63
H13 0.91 -4.35 3.85
H14 -1.05 -4.20 2.30
H15 -1.15 -2.43 0.57
H16 0.36 0.96 -2.80
H17 0.40 0.06 -5.12
H18 0.64 -2.40 -5.50
H19 0.86 -3.94 -3.55
H20 0.86 -3.02 -1.23
H21 1.05 2.61 0.35
H22 3.04 4.10 0.40
H23 5.32 3.18 -0.08
H24 5.57 0.75 -0.62
H25 3.57 -0.73 -0.68

Results
Frontier orbital gap (alpha / beta) = 0.2039 / 0.2535 Ha
Multiplicity = 4
<S²> = 3.8243
Highest occupied orbital energy (alpha / beta) = -2.62 / -3.97 eV
Molecular weight = 435.56 g/mol
Charge = -1

Löwdin population analysis, charges in e, atoms 1 to 2: atom 1 (C): -0.200, atom 2 (C): -0.192

---

No. 5
Formula: C25H25Ge2N2O4Zn
Source: the OMol25 dataset
Level of theory: the ωB97M-V functional and the def2-TZVPD basis

Element x y z (Å)
Zn1 -0.26 0.52 -0.09
O1 -1.99 2.35 -3.12
C1 -1.49 1.97 -2.08
O2 -0.69 0.98 -1.92
C2 -1.81 2.75 -0.80
C3 -2.62 3.90 -0.88
C4 -2.87 4.61 0.25
C5 -2.30 4.18 1.48
C6 -2.50 4.88 2.69
C7 -1.93 4.44 3.85
C8 -1.12 3.28 3.84
C9 -0.91 2.59 2.68
C10 -1.51 3.02 1.48
N1 -1.29 2.31 0.33
H1 -3.01 4.17 -1.85
H2 -3.48 5.50 0.24
H3 -3.12 5.77 2.69
H4 -2.08 4.97 4.78
H5 -0.66 2.93 4.76
H6 -0.28 1.71 2.66
O3 -0.10 -0.50 2.33
N2 -1.30 -1.95 1.09
O4 -1.75 -1.20 0.34
C11 1.23 -3.97 1.19
Ge1 2.52 -2.61 1.77
C12 3.08 -3.06 3.60
C13 4.16 -2.80 0.70
Ge2 1.57 -0.41 1.23
C14 2.53 1.02 2.19
C15 3.42 0.76 3.24
C16 4.12 1.79 3.86
C17 3.95 3.10 3.43
C18 3.08 3.38 2.38
C19 2.39 2.34 1.77
C20 -0.39 -0.50 3.64
C21 0.58 -0.63 4.64
C22 0.21 -0.61 5.98
C23 -1.12 -0.47 6.35
C24 -2.08 -0.34 5.36
C25 -1.73 -0.35 4.02
H7 1.74 -4.94 1.15
H8 0.83 -3.75 0.20
H9 0.39 -4.04 1.88
H10 3.25 -4.14 3.59
H11 2.37 -2.84 4.39
H12 4.03 -2.57 3.84
H13 4.57 -3.80 0.83
H14 4.91 -2.08 1.02
H15 3.97 -2.65 -0.36
H16 3.58 -0.26 3.58
H17 4.80 1.56 4.67
H18 4.50 3.90 3.91
H19 2.95 4.39 2.04
H20 1.73 2.58 0.94
H21 1.61 -0.74 4.35
H22 0.98 -0.72 6.74
H23 -1.39 -0.45 7.39
H24 -3.13 -0.23 5.63
H25 -2.49 -0.24 3.25

Results
Frontier orbital gap (alpha / beta) = 0.2769 / 0.2788 Ha
Multiplicity = 2
<S²> = 0.7530
Highest occupied orbital energy (alpha / beta) = -8.17 / -8.19 eV
Molecular weight = 628.10 g/mol
Charge = 0

Löwdin population analysis, charges in e, atoms 1 to 2: atom 1 (Zn): 0.647, atom 2 (O): 0.077

---

No. 6
Formula: C25H25NO3
Source: the OMol25 dataset
Level of theory: the ωB97M-V functional and the def2-TZVPD basis

Element x y z (Å)
C1 2.92 4.20 -3.11
C2 3.22 3.03 -3.65
C3 2.28 2.23 -4.50
O1 2.27 0.84 -4.20
C4 1.50 0.48 -3.08
C5 2.19 0.76 -1.73
N1 1.33 0.37 -0.64
C6 0.35 1.18 -0.12
O2 0.06 2.27 -0.55
C7 -0.25 0.46 1.07
C8 0.14 -0.99 0.83
C9 1.36 -0.89 -0.06
O3 2.19 -1.73 -0.30
H1 0.37 -1.54 1.75
C10 -0.95 -1.76 0.04
C11 -2.26 -1.60 0.75
C12 -2.61 -0.45 1.31
C13 -1.75 0.78 1.28
C14 -1.93 1.60 2.54
C15 -1.90 0.98 3.78
C16 -2.05 1.71 4.94
C17 -2.22 3.09 4.87
C18 -2.24 3.71 3.64
C19 -2.10 2.97 2.47
H2 -2.11 3.47 1.51
H3 -2.37 4.79 3.58
H4 -2.33 3.66 5.77
H5 -2.03 1.22 5.90
H6 -1.77 -0.10 3.83
H7 -2.07 1.40 0.43
H8 -3.56 -0.34 1.80
H9 -2.91 -2.45 0.77
C20 -0.55 -3.20 -0.12
C21 -0.12 -3.68 -1.35
C22 0.27 -5.00 -1.49
C23 0.23 -5.86 -0.40
C24 -0.20 -5.38 0.83
C25 -0.58 -4.06 0.96
H10 -0.92 -3.70 1.93
H11 -0.23 -6.04 1.68
H12 0.53 -6.89 -0.51
H13 0.61 -5.37 -2.45
H14 -0.08 -3.02 -2.20
H15 -1.03 -1.29 -0.95
H16 0.30 0.84 1.95
H17 3.11 0.19 -1.66
H18 2.39 1.83 -1.64
H19 1.33 -0.60 -3.18
H20 0.53 1.00 -3.10
H21 1.27 2.64 -4.44
H22 2.62 2.27 -5.54
H23 4.20 2.59 -3.52
H24 3.62 4.76 -2.52
H25 1.94 4.64 -3.23

Results
Frontier orbital gap = 0.3640 Ha
Highest occupied orbital energy = -9.13 eV
Molecular weight = 387.48 g/mol
Charge = 0
SMILES string = C=CCOCCN1C(=O)[C@@H]2[C@H](C1=O)[C@@H](c1ccccc1)C=C[C@H]2c1ccccc1
Energy above the lowest of the compared OMol25 structures with the same formula, charge and spin = 0.0 kcal/mol

Löwdin population analysis, charges in e, atoms 1 to 2: atom 1 (C): 0.012, atom 2 (C): -0.174

---

No. 7
Formula: C25H26AsGeMoN3O7S5
Source: the OMol25 dataset
Level of theory: the ωB97M-V functional and the def2-TZVPD basis

Element x y z (Å)
Mo1 -3.17 2.13 -0.40
O1 -6.55 0.52 -0.86
S1 -5.41 0.57 -0.02
O2 -5.40 -0.26 1.15
O3 -5.05 2.03 0.36
O4 -4.10 0.36 -0.84
S2 -1.48 6.78 -0.08
As1 -1.01 4.99 -0.88
S3 -1.19 3.26 0.47
S4 -3.75 3.93 -1.24
S5 -0.16 4.54 -2.67
O5 -1.44 0.59 -0.70
C1 -1.55 0.79 -1.94
O6 -2.40 1.68 -2.29
C2 -0.76 0.05 -2.97
C3 0.74 0.35 -2.84
Ge1 1.77 -0.44 -1.36
C4 2.70 0.98 -0.39
C5 2.23 2.29 -0.41
C6 2.90 3.29 0.30
C7 4.03 2.98 1.03
C8 4.51 1.68 1.05
C9 3.85 0.69 0.34
C10 3.14 -1.60 -2.15
C11 3.87 -1.17 -3.26
C12 4.87 -1.95 -3.80
C13 5.17 -3.19 -3.24
C14 4.45 -3.64 -2.14
C15 3.44 -2.85 -1.60
C16 0.83 -1.58 -0.08
C17 1.03 -1.38 1.29
C18 0.54 -2.28 2.22
C19 -0.18 -3.39 1.80
C20 -0.42 -3.59 0.45
C21 0.09 -2.69 -0.48
H1 -1.13 0.35 -3.95
H2 -0.98 -1.01 -2.83
H3 0.90 1.43 -2.83
H4 1.22 -0.02 -3.75
H5 1.35 2.56 -0.97
H6 2.52 4.31 0.27
H7 4.55 3.76 1.58
H8 5.41 1.44 1.60
H9 4.25 -0.32 0.34
H10 3.67 -0.20 -3.70
H11 5.43 -1.60 -4.66
H12 5.95 -3.81 -3.67
H13 4.68 -4.60 -1.70
H14 2.89 -3.21 -0.74
H15 1.60 -0.52 1.63
H16 0.73 -2.12 3.28
H17 -0.54 -4.11 2.53
H18 -0.98 -4.45 0.11
H19 -0.07 -2.89 -1.54
C22 -3.36 -1.35 4.01
N1 -3.09 -0.07 3.39
C23 -3.66 1.17 3.87
C24 -3.43 2.10 2.69
O7 -3.69 3.27 2.62
N2 -2.89 1.34 1.65
C25 -2.77 0.07 2.09
N3 -2.36 -0.94 1.35
H20 -3.46 -1.19 5.08
H21 -2.51 -2.03 3.86
H22 -4.27 -1.81 3.62
H23 -3.15 1.54 4.76
H24 -4.73 1.08 4.06
H25 -2.01 -0.76 0.42
H26 -2.24 -1.86 1.75

Results
Frontier orbital gap = 0.2462 Ha
Highest occupied orbital energy = -9.03 eV
Molecular weight = 884.30 g/mol
Charge = 0
Energy above the lowest of the compared OMol25 structures with the same formula, charge and spin = 0.0 kcal/mol

Löwdin population analysis, charges in e, atoms 1 to 2: atom 1 (Mo): 1.290, atom 2 (O): -0.240

---

Question: molecular weight of number 2 (C25H25Cl3IN7O4Re)?
Answer: 906.99 g/mol